Record 1
Below is a structure of composition C19H14BrN6O2RhS3 at a distorted geometry, with properties calculated with ωB97M-V with the def2-TZVPD basis set.

Properties
Frontier orbital gap = 6.04 eV
Electronic energy = -138521.555 eV
Highest occupied orbital energy = -7.40 eV
Relative energy (zero: lowest compared OMol25 entry of this formula, charge and spin) = 113.9 kJ/mol
Net charge = 0
F_max = 1.6 eV/A

Atoms and positions in Å:
Rh1 -0.42390 -0.51370 0.19266
C1 -3.62516 2.65780 0.51767
C2 -2.81473 1.40017 0.46096
N1 -1.64466 1.34293 -0.04757
N2 -0.97753 2.33993 -0.60249
C3 -0.00007 2.01343 -1.63082
N3 -0.18652 2.95951 -2.68626
S1 -0.17601 0.25519 -2.18405
C4 -3.30839 0.09521 0.92114
C5 -4.52203 -0.07775 1.57588
C6 -4.92113 -1.34785 1.95508
C7 -4.10645 -2.42949 1.66410
C8 -2.90839 -2.18801 1.01606
N4 -2.52203 -0.96759 0.66464
H1 -3.46120 3.25068 -0.38431
H2 -3.33996 3.26391 1.37993
H3 -4.68860 2.44553 0.57500
H4 -1.38843 3.25818 -0.70688
H5 -0.91486 2.65659 -3.31752
H6 0.67218 3.08826 -3.20609
H7 -5.13756 0.77678 1.81329
H8 -5.85616 -1.49226 2.47935
H9 -4.38036 -3.43479 1.94729
H10 -2.23198 -2.99758 0.77309
S2 -0.08762 -0.82740 2.64216
C9 0.61059 -2.39936 2.68111
C10 0.87303 -2.93425 3.97674
N5 1.06030 -3.33829 5.03798
C11 0.91049 -3.13938 1.57850
S3 0.61260 -2.64424 -0.04979
C12 1.51640 -4.41957 1.72962
N6 2.02010 -5.45123 1.81808
Br1 4.04186 3.67835 -1.62127
C13 4.18853 1.79298 -1.76311
C14 5.27292 1.30391 -2.46865
C15 5.49200 -0.06319 -2.54549
C16 4.66229 -0.94133 -1.86694
C17 3.58660 -0.45589 -1.15102
C18 3.30356 0.91108 -1.12247
C19 1.98542 1.25574 -0.55471
O1 1.34019 2.25230 -1.19167
O2 1.46669 0.64391 0.35828
H11 5.93735 1.99504 -2.96800
H12 6.31960 -0.43711 -3.13342
H13 4.84301 -2.00646 -1.91323
H14 2.90802 -1.13070 -0.64285

Forces on atoms 1 to 2 (eV/Å):
Rh -1.1 0.7 0.8
C 0.1 -0.1 -0.1

=====

Record 2
Below is a structure of composition C19H14CoIN4O2, with properties calculated with ωB97M-V with the def2-TZVPD basis set.

Properties
Frontier orbital gap = 6.60 eV
Electronic energy = -75714.579 eV
Highest occupied orbital energy = -7.44 eV
Relative energy (zero: lowest compared OMol25 entry of this formula, charge and spin) = 19.6 kJ/mol
Net charge = 0
F_max = 0.9 eV/A

Atoms and positions in Å:
Co1 -0.04672 0.01517 0.14583
O1 -3.66824 0.57281 -1.35546
C1 -2.58301 0.19082 -0.94587
N1 -1.53828 0.91233 -0.51945
C2 -1.43813 2.31201 -0.55977
C3 -2.43610 3.22725 -0.87468
C4 -2.16211 4.58449 -0.78332
C5 -0.90812 5.02981 -0.39554
C6 0.10376 4.12565 -0.10863
C7 -0.15790 2.76439 -0.20372
N2 0.72059 1.70512 0.06995
C8 2.01472 1.81773 0.42037
O2 2.72183 2.81005 0.42351
C9 2.55193 0.47809 0.86319
C10 3.82302 0.35410 1.38311
C11 4.25219 -0.88316 1.83286
C12 3.37322 -1.95150 1.76192
C13 2.11472 -1.74098 1.22987
N3 1.71225 -0.55873 0.76319
C14 -2.25069 -1.28311 -0.90628
C15 -3.20493 -2.24180 -1.17792
C16 -2.83442 -3.57589 -1.18997
C17 -1.50758 -3.89662 -0.95126
C18 -0.61764 -2.87492 -0.67728
N4 -0.97709 -1.59131 -0.63569
H1 -3.40707 2.86717 -1.17799
H2 -2.93840 5.30395 -1.01141
H3 -0.71629 6.09246 -0.31999
H4 1.08885 4.45283 0.18594
H5 4.43961 1.24178 1.42482
H6 5.24506 -1.01455 2.24204
H7 3.65127 -2.93412 2.11579
H8 1.39577 -2.54723 1.18458
H9 -4.21368 -1.90944 -1.38183
H10 -3.55911 -4.35348 -1.39220
H11 -1.16215 -4.92011 -0.98536
H12 0.42995 -3.08885 -0.51555
I1 -0.96832 1.60656 3.00300
C19 -0.85571 -0.20726 1.91410
H13 -1.87482 -0.56478 1.80022
H14 -0.26366 -0.89537 2.51222

Forces on atoms 1 to 2 (eV/Å):
Co -0.6 0.6 -0.4
O -0.1 -0.2 -0.1

=====

Record 3
Below is a cluster of 2 separate species, C19H14F3N2O8S2 in total at a distorted geometry, with properties calculated with ωB97M-V with the def2-TZVPD basis set.

Properties
Frontier orbital gap = 6.57 eV
Electronic energy = -69111.158 eV
Highest occupied orbital energy = -5.33 eV
Net charge = -1
F_max = 3.2 eV/A

Atoms and positions in Å:
C1 -6.03160 -0.37648 2.75224
C2 -4.54840 -0.61014 2.89503
O1 -3.99473 0.13656 1.77460
C3 -2.66706 0.27110 1.77461
C4 -2.25249 1.13904 0.58840
C5 -1.35896 2.17677 1.26450
O2 -1.91262 3.17818 1.67332
C6 0.08374 1.91249 1.49688
C7 0.93174 0.98848 0.86201
C8 2.25505 0.83921 1.25626
C9 2.73042 1.53806 2.37980
N1 3.86622 1.03441 3.08859
O3 4.23742 1.59598 4.14192
O4 4.43355 0.01395 2.63391
C10 1.94839 2.57721 2.92663
C11 0.65049 2.75055 2.49041
O5 -1.91548 -0.16907 2.60844
H1 -6.60754 -1.17288 3.21593
H2 -6.32248 0.56312 3.23319
H3 -6.28461 -0.31159 1.69095
H4 -4.15768 -0.20653 3.83797
H5 -4.25702 -1.66274 2.75767
H6 -3.12931 1.60782 0.11691
H7 0.57583 0.37753 0.02894
H8 2.93332 0.14987 0.76686
H9 2.33593 3.19963 3.72360
H10 0.03111 3.52547 2.93804
F1 -1.83135 -2.12984 0.49629
C12 -2.15147 -1.48418 -0.65235
F2 -1.63660 -2.19562 -1.68016
F3 -3.51641 -1.46519 -0.77622
S1 -1.55773 0.27510 -0.76166
N2 0.48640 -0.47323 -1.89302
C13 1.34892 -1.50365 -1.61105
O6 1.47588 -2.08406 -0.53181
C14 2.15895 -1.69329 -2.85870
C15 2.18710 -0.53038 -3.61374
C16 3.05019 -0.34770 -4.69625
C17 3.87313 -1.42156 -5.06157
C18 3.81233 -2.63068 -4.33946
C19 2.98682 -2.76520 -3.21153
S2 1.02197 0.64625 -2.96398
O7 0.05134 0.92935 -3.98645
O8 1.69257 1.75243 -2.32406
H11 3.07301 0.58360 -5.25600
H12 4.55654 -1.35947 -5.91404
H13 4.40519 -3.48854 -4.66752
H14 2.93999 -3.68016 -2.61433

Forces on atoms 1 to 2 (eV/Å):
C -0.3 0.1 0.2
C 0.1 0.1 -0.6

=====

Record 4
Below is a structure of composition C19H14HgN5O9S4, with properties calculated with ωB97M-V with the def2-TZVPD basis set.

Properties
Frontier orbital gap (spin up / spin down) = 5.88 / 7.66 eV
Electronic energy = -93326.858 eV
Highest occupied orbital energy (spin up / spin down) = -2.23 / -4.03 eV
Relative energy (zero: lowest compared OMol25 entry of this formula, charge and spin) = 0.0 kJ/mol
Expectation value of S² = 0.770
Net charge = -2
F_max = 0.1 eV/A
Multiplicity = 2

Atoms and positions in Å:
Hg1 1.15636 0.39465 0.65762
O1 -0.17887 -3.62331 2.15987
S1 0.49892 -2.79134 1.19221
O2 0.42175 -3.20725 -0.17934
O3 0.08970 -1.36087 1.39929
C1 2.23004 -2.77501 1.71164
C2 2.42179 -3.13525 3.04282
C3 3.67736 -3.10459 3.62467
C4 4.76825 -2.70736 2.87053
C5 4.58968 -2.34708 1.54569
C6 3.33305 -2.37404 0.94601
S2 3.33498 -1.89195 -0.80107
O4 4.59044 -1.18745 -0.97313
O5 3.19907 -3.10578 -1.56467
O6 2.17494 -0.98221 -0.95031
H1 1.55479 -3.44001 3.61120
H2 3.79588 -3.38303 4.66491
H3 5.75799 -2.66897 3.30974
H4 5.42381 -2.01901 0.94222
O7 -6.06922 4.26410 -3.47376
S3 -6.58646 3.48123 -4.57752
O8 -6.35651 4.05387 -5.89375
O9 -7.91909 2.94161 -4.36976
C7 -5.54424 1.98179 -4.61410
N1 -5.88272 1.05350 -5.51421
C8 -5.14604 -0.04408 -5.52711
C9 -4.07342 -0.24740 -4.67224
C10 -3.79106 0.78443 -3.79151
N2 -4.53088 1.89253 -3.76290
C11 -2.67104 0.71210 -2.81164
C12 -2.66632 1.56090 -1.70825
C13 -1.62492 1.47112 -0.80696
N3 -0.61178 0.61254 -0.94901
C14 -0.60848 -0.20649 -2.00180
C15 -1.61662 -0.18191 -2.95089
H5 -5.42480 -0.80577 -6.25007
H6 -3.51009 -1.16882 -4.68915
H7 -3.46528 2.27797 -1.58120
H8 -1.58859 2.11388 0.06458
H9 0.22248 -0.89916 -2.06067
H10 -1.55541 -0.85729 -3.79238
S4 2.38106 2.33885 1.31356
C16 2.36576 1.95137 3.02114
N4 3.06250 2.83556 3.81678
C17 3.16391 2.61826 5.19820
C18 2.51166 1.52399 5.70810
C19 1.80480 0.68799 4.85909
N5 1.74859 0.92206 3.49133
H11 3.56493 3.58066 3.37073
H12 3.73873 3.32956 5.76760
H13 2.55647 1.32059 6.76961
H14 1.28216 -0.18965 5.20825

Forces on atoms 1 to 2 (eV/Å):
Hg 0.1 0.0 -0.1
O 0.0 0.0 0.0

=====

Record 5
Below is a structure of composition C19H14I2IrN3O3S at a distorted geometry, with properties calculated with ωB97M-V with the def2-TZVPD basis set.

Properties
Frontier orbital gap (spin up / spin down) = 7.13 / 6.04 eV
Electronic energy = -60421.690 eV
Highest occupied orbital energy (spin up / spin down) = -4.56 / -4.72 eV
Relative energy (zero: lowest compared OMol25 entry of this formula, charge and spin) = 0.0 kJ/mol
Expectation value of S² = 0.755
Net charge = -1
F_max = 1.3 eV/A
Multiplicity = 2

Atoms and positions in Å:
Ir1 -0.50477 -0.91938 -0.26861
O1 -1.40498 0.17489 -1.74342
C1 -2.17691 1.19676 -1.49664
C2 -3.13292 1.56006 -2.46893
C3 -3.93833 2.66448 -2.31152
C4 -3.83132 3.47254 -1.17721
C5 -2.89823 3.14100 -0.21968
C6 -2.06647 2.02033 -0.34600
C7 -1.12608 1.78006 0.72816
N1 -0.39335 0.74256 0.87130
N2 0.40187 0.67321 2.00086
C8 0.92787 -0.51724 2.09611
O2 0.79461 -1.47321 1.24941
C9 1.78518 -0.79074 3.28143
C10 2.72993 -1.80783 3.21874
C11 3.51964 -2.09423 4.32257
C12 3.35868 -1.37482 5.49848
C13 2.41049 -0.36168 5.56361
C14 1.62752 -0.06763 4.45894
H1 -3.20369 0.93017 -3.34659
H2 -4.66744 2.90593 -3.07671
H3 -4.47073 4.33595 -1.05023
H4 -2.79407 3.75634 0.66771
H5 -1.04492 2.52891 1.51266
H6 2.82840 -2.37009 2.30012
H7 4.25524 -2.88729 4.26706
H8 3.96587 -1.60669 6.36528
H9 2.27415 0.19426 6.48311
H10 0.87960 0.71219 4.49228
O3 1.21348 -0.54018 -1.37771
N3 0.99700 -0.78888 -2.67394
C15 1.63615 -0.00729 -3.56073
C16 1.56177 -0.25215 -4.90459
C17 0.79123 -1.33527 -5.33990
C18 0.12548 -2.10387 -4.42041
C19 0.20623 -1.83071 -3.04350
S1 -0.63046 -2.72154 -1.84677
H11 2.20068 0.79358 -3.10894
H12 2.08247 0.39605 -5.59318
H13 0.70637 -1.55698 -6.39575
H14 -0.50115 -2.93081 -4.72200
I1 -2.67018 -1.63372 1.01050
I2 -1.82388 -2.00704 4.10464

Forces on atoms 1 to 2 (eV/Å):
Ir 0.8 1.0 -0.2
O -0.5 -0.6 -0.1